(1)
The following is a quantum chemistry calculation of 2 unconnected molecules or ions with the total composition C5H8BrN2 at a distorted geometry, from OMol25.

Results
energy above the lowest of the compared OMol25 structures with the same formula, charge and spin	574.37	kJ/mol
charge	+1
total energy	-78325.638	eV
HOMO energy (spin up / spin down)	-0.48531 / -0.48532	hartree
gap between HOMO and LUMO (spin up / spin down)	8.12 / 8.11	eV

The geometry in XYZ format:
```
16
Properties=species:S:1:pos:R:3:forces:R:3:lowdin_charge:R:1
C 1.099938 -0.063506 0.049809 2.0 -3.3 -0.3 -0.1257
C 1.961510 0.964186 0.067000 -2.1 1.9 -0.6 -0.1650
C -0.303277 0.103190 -0.020509 -0.5 5.8 -0.5 -0.3052
C -3.169789 -0.652142 0.017145 4.6 0.9 -0.5 -0.6651
C 3.388781 0.867514 0.071926 2.4 3.7 1.1 -0.1024
N -1.018485 -0.870684 0.064155 -4.9 -3.6 0.4 0.1862
N -3.719383 -1.758475 -0.239701 -1.9 -0.4 1.1 0.1137
Br -3.993609 0.933348 0.028951 -0.4 0.7 0.1 0.9298
H 1.358121 -1.254592 0.016691 0.1 3.3 0.2 0.1829
H 1.590979 2.067330 0.044810 0.2 -2.1 0.2 0.1566
H -0.644547 1.209767 -0.187217 0.2 -1.8 0.4 0.1714
H 3.732534 1.222288 1.118968 -0.3 -0.9 -1.4 0.1331
H 3.736206 -0.068035 -0.194126 0.9 -2.0 -0.1 0.0512
H 3.934200 1.656294 -0.589534 -1.3 -1.3 0.8 0.1295
H -3.182230 -2.606549 -0.060341 -0.1 -0.1 -0.4 0.1479
H -4.770951 -1.749932 -0.188030 1.2 -0.7 -0.4 0.1611
```
Positions in Å, forces in eV/Å.

***

(2)
The following is a quantum chemistry calculation of a single CH2F3P molecule at a distorted geometry, from OMol25.

Results
expectation value of S²	2.00
energy above the lowest of the compared OMol25 structures with the same formula, charge and spin	73.58	kJ/mol
spin multiplicity	3
charge	0
total energy	-18507.869	eV
HOMO energy (spin up / spin down)	-0.21827 / -0.48851	hartree
gap between HOMO and LUMO (spin up / spin down)	6.99 / 10.34	eV

The geometry in XYZ format:
```
7
Properties=species:S:1:pos:R:3:forces:R:3:lowdin_spin:R:1
C 0.151425 -0.300689 -0.157196 3.0 4.9 -3.0 0.9118
F 0.825421 -2.762357 0.662245 1.4 1.2 -0.1 0.0609
F -1.379348 -2.912756 0.539193 -0.6 -0.7 -0.2 0.2567
F 0.108272 -2.483373 -1.526128 0.2 0.6 -0.3 0.0695
P -0.206542 -1.876680 -0.120462 -4.2 -7.3 1.6 0.5982
H 0.216197 0.140724 -1.155200 0.6 0.1 0.2 0.0498
H -0.041051 0.355141 0.605826 -0.5 1.2 1.9 0.0531
```
Positions in Å, forces in eV/Å.